1.
DFT (the ωB97M-V functional and the def2-TZVPD basis) results for a structure of composition C13H24Cl2IrNO4P2.

ORCA input file:
```
! RIJCOSX wB97M-V def2-TZVPD def2/J DEFGRID3
* xyz 3 6
Ir 0.047 0.120 0.342
Cl -4.939 0.501 0.601
Cl -4.121 1.061 3.390
P -0.821 -0.287 -1.733
P 1.532 -0.038 1.955
O -0.851 -2.808 1.594
O -2.040 -0.346 1.686
O 0.729 -4.339 -1.009
O -1.620 1.578 0.645
N 1.854 0.067 -0.834
C 3.084 -0.756 -2.763
C -0.983 1.245 -2.740
C 4.246 -0.203 -2.258
C 1.164 0.859 3.470
C 3.033 0.393 -0.265
C 0.599 -0.811 -2.674
C 3.042 0.776 1.201
C -2.381 0.811 1.331
C -3.818 1.304 1.673
C -2.305 -1.313 -1.847
C 2.076 -1.711 2.417
C 1.841 -0.527 -2.098
C 4.235 0.375 -0.979
H 2.330 -2.351 1.562
H -2.197 -2.376 -1.584
H -1.824 -2.877 1.245
H 3.076 -1.330 -3.706
H 0.207 0.460 3.828
H 0.245 -5.014 -1.530
H -0.391 -1.186 1.145
H -3.844 2.370 1.469
H -3.076 -0.868 -1.203
H -1.713 1.957 -2.353
H 1.068 1.943 3.319
H 2.979 -1.532 3.006
H -2.629 -1.244 -2.891
H -0.282 -3.429 1.135
H 5.134 0.812 -0.524
H -1.271 0.889 -3.739
H 3.941 0.426 1.741
H 5.160 -0.183 -2.858
H 3.034 1.874 1.353
H -0.015 1.754 -2.856
H 0.864 -3.538 -1.547
H 0.551 -1.434 -3.563
H 1.952 0.661 4.208
H 1.355 -2.234 3.057
*
```

Calculated values
- HOMO energy (spin up / spin down): -0.6442 / -0.7183 Ha
- DFT total energy: -2571.6498 a.u.
- Lowest unoccupied orbital energy (spin up / spin down): -9.31 / -15.17 eV

Formally, the Mulliken partial charges of the atoms, in units of the elementary charge, are as follows: number 1, Ir, carries 1.476; number 2, Cl, carries 0.057; number 3, Cl, carries 0.093; number 4, P, carries 0.550; number 5, P, carries 0.577; number 6, O, carries -0.546; number 7, O, carries -0.464; number 8, O, carries -0.608; number 9, O, carries -0.838; number 10, N, carries -0.120; number 11, C, carries -0.906; number 12, C, carries -1.236; number 13, C, carries -0.491; number 14, C, carries -1.228; number 15, C, carries 0.804; number 16, C, carries -0.713; number 17, C, carries -1.149; number 18, C, carries 0.571; number 19, C, carries 0.131; number 20, C, carries -0.902; number 21, C, carries -1.273; number 22, C, carries 0.656; number 23, C, carries -0.791; number 24, H, carries 0.356; number 25, H, carries 0.290; number 26, H, carries 0.315; number 27, H, carries 0.465; number 28, H, carries 0.397; number 29, H, carries 0.330; number 30, H, carries -0.085; number 31, H, carries 0.381; number 32, H, carries 0.143; number 33, H, carries 0.367; number 34, H, carries 0.422; number 35, H, carries 0.495; number 36, H, carries 0.464; number 37, H, carries 0.353; number 38, H, carries 0.512; number 39, H, carries 0.494; number 40, H, carries 0.586; number 41, H, carries 0.481; number 42, H, carries 0.528; number 43, H, carries 0.395; number 44, H, carries 0.303; number 45, H, carries 0.501; number 46, H, carries 0.442; number 47, H, carries 0.414

2.
DFT (the ωB97M-V functional and the def2-TZVPD basis) results for a structure of composition C13H24CrI2O4S2V.

ORCA input file:
```
! RIJCOSX wB97M-V def2-TZVPD def2/J DEFGRID3
* xyz 4 6
I -1.023 -3.552 -1.255
I -0.760 -1.822 -3.390
Cr 0.435 -0.558 0.634
V 0.402 0.637 -1.862
S -1.389 -0.342 -0.719
S 1.644 -0.978 -1.133
O -1.680 1.090 2.500
O 2.592 2.594 -2.827
O 1.308 2.314 1.145
O -0.375 3.217 -0.416
C -3.526 1.491 -0.059
C -3.388 0.068 -0.571
C 4.195 0.056 -0.125
C -1.751 0.398 3.764
C 1.729 1.824 -2.545
C -0.420 0.274 4.505
C 3.686 -0.901 -1.172
C -3.872 -1.039 0.346
C 3.933 -2.372 -0.849
C -3.863 -0.105 -2.003
C 4.060 -0.537 -2.589
C 0.982 1.171 1.056
C -0.075 2.189 -0.885
H -4.580 1.675 0.208
H -2.931 1.621 0.855
H -3.321 -0.966 1.290
H -0.029 1.269 4.730
H 5.147 -0.620 -2.711
H 3.499 -2.980 -1.659
H -3.652 -2.013 -0.116
H 5.293 0.071 -0.111
H -3.325 0.514 -2.730
H -3.212 2.264 -0.784
H -3.705 -1.131 -2.339
H -4.937 0.100 -2.131
H -0.727 1.298 2.374
H 3.593 -1.220 -3.307
H 0.352 -0.286 3.951
H -0.591 -0.226 5.460
H 3.879 -0.197 0.893
H -2.504 0.922 4.380
H -4.952 -0.925 0.523
H 3.404 -2.644 0.084
H 3.859 1.077 -0.317
H 3.751 0.475 -2.861
H 5.007 -2.604 -0.749
H -2.162 -0.591 3.518
*
```

Calculated values
- HOMO energy (spin up / spin down): -0.8145 / -0.8115 Ha
- DFT total energy: -4189.0326 a.u.
- Lowest unoccupied orbital energy (spin up / spin down): -16.88 / -17.40 eV

Formally, the natural (NBO) partial charges of the atoms, in units of the elementary charge, are as follows: number 1, I, carries 0.338; number 2, I, carries 0.393; number 3, Cr, carries 0.920; number 4, V, carries 0.463; number 5, S, carries 0.016; number 6, S, carries -0.011; number 7, O, carries -0.672; number 8, O, carries -0.201; number 9, O, carries -0.277; number 10, O, carries -0.236; number 11, C, carries -0.718; number 12, C, carries 0.218; number 13, C, carries -0.694; number 14, C, carries -0.087; number 15, C, carries 0.505; number 16, C, carries -0.654; number 17, C, carries 0.184; number 18, C, carries -0.687; number 19, C, carries -0.678; number 20, C, carries -0.702; number 21, C, carries -0.693; number 22, C, carries 0.470; number 23, C, carries 0.491; number 24, H, carries 0.329; number 25, H, carries 0.266; number 26, H, carries 0.228; number 27, H, carries 0.248; number 28, H, carries 0.329; number 29, H, carries 0.240; number 30, H, carries 0.230; number 31, H, carries 0.326; number 32, H, carries 0.228; number 33, H, carries 0.237; number 34, H, carries 0.228; number 35, H, carries 0.334; number 36, H, carries 0.441; number 37, H, carries 0.245; number 38, H, carries 0.164; number 39, H, carries 0.300; number 40, H, carries 0.225; number 41, H, carries 0.255; number 42, H, carries 0.320; number 43, H, carries 0.217; number 44, H, carries 0.217; number 45, H, carries 0.214; number 46, H, carries 0.318; number 47, H, carries 0.174

3.
DFT (the ωB97M-V functional and the def2-TZVPD basis) results for a cluster of 7 separate species, C13H24F15N2O17S5 in total.

ORCA input file:
```
! RIJCOSX wB97M-V def2-TZVPD def2/J DEFGRID3
* xyz -3 1
S 1.985 -8.906 0.062
S 3.208 2.599 2.042
S -0.245 2.481 -8.031
S -5.218 3.861 -3.897
S -1.241 -1.169 8.336
F -2.588 0.506 9.921
F -3.206 -1.557 10.245
F -1.748 0.441 -8.760
F 0.246 0.364 -9.477
F 3.306 2.168 -0.580
F 5.253 2.529 0.246
F 3.584 -6.649 0.478
F -3.772 -0.562 8.356
F 2.895 -6.958 -1.566
F 4.237 0.609 0.547
F -6.712 2.979 -5.834
F 1.566 -6.281 -0.037
F -1.085 1.668 -10.479
F -5.217 1.481 -5.139
F -6.897 1.875 -3.982
O 1.476 -8.791 1.427
O -4.052 4.082 -4.751
O 2.997 -0.624 5.355
O -1.233 -0.154 7.308
O -6.149 4.967 -3.895
O 1.099 -9.130 -1.013
O 3.897 2.145 3.215
O 1.970 1.907 1.664
O -1.514 2.925 -7.413
O 3.216 -9.577 -0.071
O 0.623 1.692 -7.206
O 0.378 3.448 -8.903
O -0.472 0.425 -3.051
O -0.179 -1.069 9.303
O -1.624 -2.454 7.902
O 3.143 4.005 1.805
O -4.957 3.110 -2.673
N 1.715 -0.571 3.096
N -2.040 2.440 -4.485
C 0.156 1.500 -3.707
C -0.715 1.257 -9.292
C -0.814 2.685 -3.618
C 1.640 -0.807 5.595
C -2.821 -0.665 9.265
C -5.996 2.501 -4.793
C 0.827 -0.415 4.293
C 2.567 -7.129 -0.257
C 4.036 1.965 0.494
C -1.236 3.024 -2.208
C 3.949 -1.286 6.175
C 0.462 -0.569 -2.715
C -0.387 -1.260 4.069
H 2.700 -0.846 3.407
H -0.308 3.525 -4.167
H 1.223 -0.559 -3.488
H 1.851 0.260 2.393
H 4.407 -0.598 6.897
H -2.724 3.208 -4.345
H 0.539 1.205 -4.738
H -1.003 -1.272 5.004
H 0.556 0.640 4.337
H -1.891 2.536 -5.501
H -2.464 1.574 -4.201
H 1.384 -1.795 6.010
H -1.016 -0.921 3.264
H -0.596 2.511 -1.501
H -1.256 4.061 -2.019
H 1.017 1.840 -3.151
H -0.103 -2.252 3.591
H -0.150 -1.472 -2.665
H -2.172 2.711 -1.776
H 0.806 -0.403 -1.688
H 1.283 -1.396 2.593
H 3.518 -2.121 6.663
H 1.293 0.003 6.236
H 4.793 -1.494 5.484
*
```

Calculated values
- HOMO energy: -0.1396 Ha
- DFT total energy: -5387.4474 a.u.
- Lowest unoccupied orbital energy: 4.67 eV

Formally, the Mulliken partial charges of the atoms, in units of the elementary charge, are as follows: number 1, S, carries 1.115; number 2, S, carries 1.148; number 3, S, carries 1.213; number 4, S, carries 1.140; number 5, S, carries 1.227; number 6, F, carries -0.251; number 7, F, carries -0.258; number 8, F, carries -0.284; number 9, F, carries -0.256; number 10, F, carries -0.228; number 11, F, carries -0.268; number 12, F, carries -0.244; number 13, F, carries -0.217; number 14, F, carries -0.252; number 15, F, carries -0.263; number 16, F, carries -0.251; number 17, F, carries -0.245; number 18, F, carries -0.231; number 19, F, carries -0.228; number 20, F, carries -0.276; number 21, O, carries -0.663; number 22, O, carries -0.807; number 23, O, carries -0.345; number 24, O, carries -0.659; number 25, O, carries -0.663; number 26, O, carries -0.628; number 27, O, carries -0.630; number 28, O, carries -0.809; number 29, O, carries -0.774; number 30, O, carries -0.653; number 31, O, carries -0.665; number 32, O, carries -0.684; number 33, O, carries -0.356; number 34, O, carries -0.691; number 35, O, carries -0.666; number 36, O, carries -0.650; number 37, O, carries -0.670; number 38, N, carries -0.065; number 39, N, carries 0.043; number 40, C, carries -0.741; number 41, C, carries 0.599; number 42, C, carries 0.583; number 43, C, carries -0.644; number 44, C, carries 0.525; number 45, C, carries 0.660; number 46, C, carries 0.580; number 47, C, carries 0.570; number 48, C, carries 0.648; number 49, C, carries -1.548; number 50, C, carries -0.748; number 51, C, carries -0.695; number 52, C, carries -1.604; number 53, H, carries 0.362; number 54, H, carries 0.375; number 55, H, carries 0.366; number 56, H, carries 0.073; number 57, H, carries 0.241; number 58, H, carries 0.334; number 59, H, carries 0.383; number 60, H, carries 0.255; number 61, H, carries 0.223; number 62, H, carries 0.141; number 63, H, carries 0.403; number 64, H, carries 0.439; number 65, H, carries 0.454; number 66, H, carries 0.371; number 67, H, carries 0.432; number 68, H, carries 0.339; number 69, H, carries 0.491; number 70, H, carries 0.245; number 71, H, carries 0.339; number 72, H, carries 0.167; number 73, H, carries 0.419; number 74, H, carries 0.359; number 75, H, carries 0.309; number 76, H, carries 0.238